A molecular structure, C59H71BrF5N4O5SSiW in a non-equilibrium geometry, computed with ωB97M-V with the def2-TZVPD basis set.

Output
F_max ... 2.0 eV Å⁻¹
HOMO (alpha / beta) ... -0.37276 / -0.37255 Ha
Net charge ... +1
Kohn-Sham gap (alpha / beta) ... 0.2328 / 0.2312 hartree

Positions of all 148 atoms, in Å:
H1 -5.48294 3.78538 1.65220
H2 5.84686 -1.21187 1.88832
C1 3.56855 -3.12240 -1.53642
H3 6.38870 -2.97640 -3.45077
C2 1.99510 -4.50353 0.53022
H4 2.36785 -2.43922 6.04498
H5 0.96252 -3.96305 4.69276
N1 -1.11551 0.69144 1.25190
H6 1.17727 -2.91370 3.29068
O1 0.61975 -1.06463 -1.80794
C3 -1.37348 2.68697 5.86835
C4 -1.65151 -3.92014 -3.75241
C5 -0.16609 3.46826 -1.78972
C6 1.32200 4.79059 1.50996
C7 -3.54478 1.23822 1.48102
O2 1.75419 -1.62571 0.25323
C8 2.19931 2.49776 1.43381
H7 4.31676 -0.40598 1.49613
C9 -3.66503 0.57553 -1.29562
C10 -2.47690 0.41919 -0.54295
H8 -6.90751 1.65212 3.49665
H9 3.64660 -5.68152 -0.21229
C11 -1.27890 1.76329 3.48240
H10 -1.48594 4.40482 4.52286
C12 2.74598 -3.74848 -2.48209
C13 3.62913 4.38483 0.70857
C14 1.80207 1.61469 -1.68864
H11 -1.91321 1.15203 -3.38798
H12 -2.53918 2.88707 7.68306
H13 0.16719 -3.67659 1.29032
C15 -0.77088 -3.11632 -4.45300
C16 -5.93666 1.45948 3.03569
H14 1.74112 -4.04028 -2.20200
H15 -7.48465 1.12028 -0.03171
Si1 2.86630 -2.88678 0.18882
H16 -6.38300 3.36950 0.18329
C17 -1.04883 1.60695 4.83828
F1 -1.09198 -2.64367 -0.42648
C18 0.05546 -5.80679 1.19139
C19 1.89826 2.62675 -2.61600
C20 -0.11431 -1.97968 -2.43136
H17 -2.69860 0.14784 -4.61919
C21 -0.98949 -2.81286 -1.75872
H18 4.25605 -2.15930 3.59324
H19 2.53153 -4.52236 -4.47105
H20 -4.67604 -1.29359 -4.02550
H21 0.58556 3.62482 5.70297
H22 5.90060 -3.62907 2.31325
H23 0.48819 2.39823 6.97262
F2 -0.64981 -3.26720 -5.77122
C22 -4.55008 -1.05813 -2.96411
H24 -5.53887 -1.03634 -2.49852
H25 -0.97768 2.32688 -0.20213
C23 -0.17271 2.42058 -0.90644
H26 4.12528 4.83947 1.56616
F3 -2.60650 -4.51639 -1.68320
C24 -2.39694 0.84127 0.77644
C25 2.02385 -6.93111 0.39436
H27 -7.22885 3.48833 1.73525
H28 -1.73782 1.32354 7.54285
C26 0.72306 -6.98293 0.88329
H29 -1.43418 -2.37619 6.01604
O3 0.97121 4.49527 -3.63023
C27 1.90392 -1.56013 5.58523
C28 -2.25603 2.10088 6.97890
O4 0.13416 -1.19400 2.02136
H30 -0.05794 -3.28251 6.66195
H31 -7.01335 -0.20938 1.04046
C29 4.50912 -3.76598 -4.11489
C30 -1.76314 -3.76434 -2.38455
C31 -2.11450 3.86734 5.24020
H32 0.37919 2.93412 2.08711
C32 0.87431 3.55571 -2.70529
H33 -5.65093 0.42961 3.26729
N2 3.35493 2.96647 0.98246
C33 -7.22554 0.86202 0.99689
H34 -4.69069 1.25926 -4.52929
H35 -0.26441 3.97995 7.21865
C34 -6.03850 1.68331 1.52408
H36 -3.16958 1.66751 6.56380
F4 0.81368 -1.38879 -4.50672
C35 -6.29774 3.17275 1.25579
H37 -3.97634 -1.86517 -2.49891
C36 2.64500 -5.70504 0.20904
H38 3.18694 -3.50346 3.15397
C37 3.54171 -2.51812 2.83991
H39 5.30732 -1.10575 0.21290
C38 0.69141 -4.58047 1.02287
H40 1.87171 -0.76099 6.33114
H41 4.07514 2.27621 0.83330
C39 -3.83123 0.28862 -2.79832
H42 -1.72946 2.66011 3.06992
C40 4.88721 -2.85117 -1.92299
H43 2.54764 -7.84663 0.14736
N3 0.75256 1.46391 -0.86308
C41 -4.75851 0.99321 -0.56716
C42 0.48920 -1.90254 5.09143
Br1 3.27201 0.48340 -1.53482
H44 -0.96231 -5.84214 1.56476
C43 -0.89278 0.74046 2.62658
H45 4.71799 -4.70862 1.57338
H46 4.30545 4.43779 -0.14164
C44 5.35661 -3.17759 -3.19081
H47 2.69058 -1.83359 2.84192
H48 -8.10746 1.05778 1.61039
C45 -0.38084 -2.30461 6.29747
H49 5.57567 -2.38089 -1.23443
H50 -3.48530 1.44650 2.53666
C46 -4.67419 1.40151 -3.44626
F5 -2.38880 -4.82621 -4.39153
H51 -0.44712 -3.37581 3.79821
O5 -1.36886 -0.15910 -0.95037
C47 5.21937 -3.74462 1.46097
H52 0.23228 -7.93969 1.02089
C48 -0.48771 0.39427 5.24910
C49 -0.06093 3.20191 6.47764
C50 -2.50021 0.24050 -3.54870
H53 0.34144 5.20758 1.29004
H54 -5.71036 1.40122 -3.10494
C51 3.19666 -4.04864 -3.75882
C52 -4.74621 1.28176 0.81437
H55 2.54064 -1.22691 4.76163
N4 1.19412 3.33834 1.64269
H56 -5.21585 2.13469 3.50592
C53 -0.01712 -2.16225 -3.80174
H57 2.48203 6.16515 0.32926
H58 2.75899 2.68974 -3.26789
S1 2.02493 0.82254 1.79742
H59 -2.40274 4.57504 6.01948
C54 4.96294 -1.24905 1.23857
H60 -4.24725 2.38668 -3.23657
H61 -0.96957 4.19530 -1.76133
H62 4.87120 -4.02003 -5.10328
H63 1.66762 5.21692 2.45368
W1 0.30628 -0.40695 0.12145
C55 2.31846 5.09181 0.40515
C56 -0.10496 -0.65402 4.41728
H64 -5.70094 1.08095 -1.09206
H65 -0.31756 0.25972 6.31070
H66 -3.02736 3.54477 4.73044
C57 4.21711 -2.57928 1.45988
H67 0.19264 5.06709 -3.63680
H68 5.82604 -3.78309 0.55339
C58 -0.25887 -0.41897 3.03639
H69 -0.29604 -1.60663 7.13292
H70 1.92462 4.73183 -0.54760
C59 0.55140 -3.10493 4.15533
H71 -1.89775 -0.60747 -3.24520

10 unconnected molecules or ions with the total composition C59H75N12O3 in a non-equilibrium geometry, computed with ωB97M-V with the def2-TZVPD basis set.

Output
F_max ... 7.3 eV Å⁻¹
HOMO ... -0.33458 Ha
Net charge ... +1
Kohn-Sham gap ... 0.1458 hartree

Positions of all 149 atoms, in Å:
H1 -4.01324 -3.83873 6.49478
C1 6.41409 3.79101 -0.54884
H2 -0.63179 -0.77564 0.36768
H3 8.35928 0.72510 -2.70033
C2 2.01167 3.84927 -2.55836
N1 5.64949 -2.80232 -3.25364
C3 -0.69632 7.29709 -3.14687
C4 9.04505 1.55115 -2.27806
C5 -13.08646 -10.58559 1.70595
H4 -1.34017 1.79597 -1.09657
H5 -3.51171 4.28060 1.67570
H6 3.21686 5.70951 -2.06497
C6 -0.48833 6.72376 -5.31328
C7 -2.99126 -1.05641 5.15493
H7 6.11155 2.75135 -0.16222
C8 6.46969 8.45870 1.14731
C9 0.62045 1.39472 -2.20244
C10 9.80252 -3.74746 1.07514
C11 -7.39868 -0.13618 -2.08287
H8 -14.14381 -8.61440 1.62618
N2 1.90177 -0.85136 -2.23551
H9 -10.70417 -9.66502 3.81611
C12 -4.26025 4.22805 3.78443
C13 5.22598 4.83409 -0.23408
N3 -1.28679 6.07663 -3.34625
O1 8.47493 1.98041 -1.01656
H10 -4.17636 -1.69823 8.16155
N4 -3.23771 -2.40351 5.11729
C14 -3.74728 -2.80610 6.32338
H11 -3.99362 1.81880 1.70935
H12 9.61789 3.71315 -1.43623
C15 -4.66771 2.01816 3.70767
O2 4.27597 1.41703 -4.78896
H13 -8.45397 0.06238 -2.20274
C16 0.65073 -0.18105 -2.13043
C17 -2.25423 -2.33404 -0.26031
C18 9.65857 -4.54736 2.18311
C19 -13.35728 -9.26601 1.97703
C20 -0.84247 2.12715 -2.07514
H14 -6.43956 0.90316 -3.82014
C21 7.49700 -3.96453 -2.85381
H15 -2.49535 -3.05971 -2.55079
C22 -1.36922 -0.97124 -0.48934
C23 1.95539 2.24587 -2.42869
N5 4.76411 9.39266 2.21755
C24 -3.50888 -4.15616 1.44656
H16 -1.42616 -0.90923 -2.79609
C25 6.61724 -1.89608 -2.90185
N6 2.99515 -0.12123 -2.42042
H17 -8.49256 -5.84338 4.70307
N7 -5.47425 -0.89013 -1.27547
C26 -2.74725 -3.28244 -1.45533
C27 7.87047 4.26768 0.01833
H18 -2.16762 -0.12661 -0.58867
H19 -13.65897 -11.22581 1.05036
C28 5.88690 9.66307 2.95394
C29 5.11104 8.66313 1.11164
C30 -11.53115 -9.82386 3.13968
H20 10.23440 -4.47334 3.09446
C31 -1.81778 1.75302 -3.35082
H21 -5.09576 3.12627 5.54566
C32 -3.56785 -4.62541 -1.20285
C33 -8.11477 -6.34489 1.46805
H22 7.39441 -5.67470 0.04365
H23 6.39850 -0.83880 -2.86208
C34 -11.92945 -10.93912 2.44314
C35 -2.44823 1.49714 -4.49090
C36 -2.65592 -2.83008 1.20202
C37 6.17720 -4.06551 -3.22113
H24 -2.58913 -0.54344 4.29339
H25 3.82866 9.68570 2.45248
N8 -4.15937 2.42013 2.50084
H26 7.98754 9.12777 2.65093
H27 7.04590 7.91386 0.41303
H28 -4.79793 -1.35710 -0.69557
H29 -4.17993 5.25042 4.12488
C38 -4.73826 3.11939 4.52610
C39 -3.33946 -0.59606 6.40144
H30 5.31374 5.35995 0.79724
H31 -4.15039 -0.07406 -2.72093
H32 0.34005 8.64960 -4.52305
H33 4.20709 4.31890 -2.75148
C40 -7.10764 -5.22961 3.12343
C41 3.72819 4.20137 -0.47429
N9 -7.06513 -5.52436 1.78603
O3 4.55109 1.82021 -2.79214
H34 -0.68775 7.75514 -2.16878
H35 9.78206 3.02919 0.28033
H36 1.12267 4.30067 -1.95181
H37 5.56992 -4.92501 -3.46321
C42 -3.81814 -1.70487 7.14228
H38 10.13994 1.19049 -2.19119
H39 -4.57766 -6.06382 0.37961
H40 1.84970 4.15341 -3.65595
H41 -6.37051 -5.18879 1.13719
H42 8.78014 -3.75366 -0.78195
H43 7.89184 4.16839 1.16169
C43 -5.17566 -0.17815 -2.39642
H44 5.82450 10.23572 3.86738
H45 4.36302 8.35214 0.39708
H46 -3.78473 -4.49926 2.51404
N10 -12.40277 -8.80852 2.84631
H47 3.87615 -0.68968 -2.47961
N11 8.89559 -4.15981 0.13509
H48 -9.71500 -7.19826 2.69328
H49 -4.93332 0.98544 3.87966
H50 6.56211 3.69245 -1.69921
H51 -11.44198 -11.90326 2.46281
H52 -6.36395 -4.58770 3.57273
H53 8.17684 5.31318 -0.34142
C44 6.96124 9.09205 2.31506
H54 -3.07094 -3.00409 4.32541
H55 4.69832 -2.57566 -3.49756
C45 -8.82966 -6.58345 2.61688
C46 3.34629 4.55288 -1.99954
H56 -1.73925 5.52560 -2.63382
H57 -3.12736 1.71094 -5.40506
C47 8.62382 -5.47333 1.90354
H58 3.03426 4.83951 0.20783
H59 -0.31447 -2.22449 -2.14558
H60 -0.78143 3.27117 -2.06909
C48 -8.19170 -5.87636 3.66573
H61 -3.86123 -5.26784 -2.11753
H62 -0.23583 6.73578 -6.36384
H63 -1.57678 4.79192 -5.02236
H64 -3.25916 0.42630 6.74208
C49 7.77542 -2.59000 -2.65125
H65 5.33058 5.69641 -1.01460
H66 9.04870 2.39872 -3.07799
H67 -2.31795 -2.23920 2.12307
C50 -1.16786 5.72449 -4.66158
H68 -12.35040 -7.87120 3.21359
H69 -7.26712 -1.37440 -0.22097
H70 3.71794 3.08416 -0.21205
N12 5.07372 1.19041 -3.91247
H71 10.47127 -2.92336 0.87461
H72 8.25141 -6.24770 2.55867
C51 3.23631 1.29172 -2.55640
C52 8.16919 -5.20808 0.63406
C53 -3.91291 3.76762 2.53746
C54 -0.18782 7.72246 -4.35228
H73 -8.26110 -6.68857 0.45467
H74 8.71972 -2.15590 -2.35391
C55 -6.34827 0.30207 -2.92675
H75 8.18607 -4.78961 -2.74199
C56 -6.82800 -0.86812 -1.06801
C57 9.02243 3.25046 -0.56396
C58 -0.66721 -1.13226 -1.94122
C59 -3.99224 -5.08358 0.26226

A molecular structure, C59H77N5O4P2SeSr in a non-equilibrium geometry, computed with ωB97M-V with the def2-TZVPD basis set.

Output
F_max ... 1.8 eV Å⁻¹
HOMO ... -0.06836 Ha
Net charge ... -2
Kohn-Sham gap ... 0.1931 hartree

Positions of all 149 atoms, in Å:
H1 4.78246 4.46336 -1.03275
C1 2.08314 -1.26177 5.22422
H2 -3.12446 -4.74675 4.26406
H3 -2.23908 -3.06156 2.69461
C2 -3.29595 -3.06164 2.94366
H4 -6.08622 -1.27559 2.35928
H5 4.66545 -0.72135 5.98628
C3 3.64181 -3.22716 5.57331
C4 -5.46716 -2.06917 2.76495
H6 2.44608 -2.49859 3.50240
C5 -3.81641 -1.80987 -0.33396
H7 1.81652 2.70241 -2.27261
C6 -0.77335 3.09269 -5.59482
C7 4.98696 -0.73615 0.16414
H8 0.79780 3.79747 -4.31071
H9 -7.40145 6.58431 -2.13984
H10 3.59323 -0.24644 7.29963
N1 -1.53640 -1.46154 -5.99659
C8 -6.61314 5.84119 -2.09595
H11 1.45331 0.15950 6.68657
C9 -2.06957 2.58874 -5.63612
C10 -5.50683 4.03164 -0.95416
C11 2.08463 -2.54773 7.38047
H12 -0.26107 3.99736 4.99160
C12 7.03467 -1.60927 -0.99454
C13 -1.69247 1.66797 5.11191
H13 6.77424 -0.31485 2.19926
C14 -0.63534 -3.39488 -4.77914
H14 -0.31227 -3.91138 -5.68997
H15 1.95156 3.50584 -0.72955
H16 -5.48002 -1.52904 -3.27821
N2 -4.56984 0.39240 1.11172
C15 2.58381 -0.65177 0.43025
Sr1 -0.76698 0.94775 0.39696
C16 6.35152 -1.39312 0.36235
N3 -0.18194 -2.65269 -1.86674
O1 -0.98998 -0.04336 -2.08597
H17 3.86960 1.69398 -3.38349
H18 5.61961 -3.44415 0.48429
H19 -1.02181 -2.27162 -1.44912
H20 -3.06180 -4.76628 -1.84481
H21 1.60454 -1.72603 7.91328
O2 1.32416 1.15482 -0.41749
H22 -1.87236 4.15119 -0.63289
C17 -4.67445 4.77910 -3.05935
C18 -0.96506 3.30333 -3.20099
H23 -2.82564 3.20660 0.52783
C19 4.88777 0.50255 -0.46417
H24 2.72469 4.22517 -2.15728
C20 -5.68509 5.73541 -3.11947
C21 -2.27019 2.81942 -3.22464
H25 -0.19555 3.20642 -6.50552
H26 8.01576 -2.07711 -0.86400
H27 -0.36111 -3.60120 -2.16301
C22 4.68888 3.48955 -0.54251
N4 -2.34059 -2.59776 -7.93086
H28 -2.61514 -3.50107 0.22140
C23 3.81333 2.55470 -1.39053
H29 -2.96988 -2.33115 -8.67247
C24 0.54826 -2.59066 -4.24701
H30 2.69375 -3.10708 8.09798
H31 -5.73604 6.40313 -3.97290
H32 -2.22913 -2.08901 -4.15229
H33 7.17779 -0.66537 -1.52215
H34 -7.23418 5.03764 -0.19871
H35 6.42542 -2.25422 -1.63043
H36 1.35626 3.29505 4.81421
C25 6.23754 -2.75006 1.05634
H37 5.69225 3.08671 -0.39169
C26 -3.50214 -3.78341 -1.70819
H38 5.47390 1.91499 -2.67941
H39 -5.52618 -4.71902 4.88499
H40 1.29604 -3.20401 7.00831
C27 -2.79204 2.43763 -4.46309
H41 -2.69491 -3.17213 -5.41985
H42 -0.52377 3.55944 -2.24575
H43 4.29150 -2.91706 4.75298
C28 0.29286 3.12918 4.62080
C29 -2.22056 3.13836 -0.38603
C30 -1.81695 -1.51294 -7.23245
H44 0.14485 3.04835 3.54752
H45 1.38858 -3.27174 -4.08136
C31 4.47807 2.35376 -2.76212
H46 4.23851 3.64300 0.43935
C32 1.17124 -0.87493 3.01576
C33 2.47634 0.60435 -0.23961
C34 0.32768 -1.82734 -2.94358
C35 -4.86047 -1.97232 -2.50604
H47 -2.51757 2.30342 -6.58244
H48 -1.14642 0.34741 -7.55955
C36 -4.55522 3.91166 -1.97503
H49 -2.23712 2.54812 5.46761
H50 7.39597 0.48066 0.75678
C37 1.94580 -1.62186 3.89448
C38 2.49008 3.28283 -1.64718
C39 -4.61589 -1.26407 -1.33473
H51 0.88658 -1.88684 -5.01088
C40 -3.79147 -4.00821 3.83380
H52 -5.45515 3.35227 -0.10855
C41 -5.13462 -3.98937 4.18507
H53 4.66479 -1.63858 7.50585
C42 -0.45145 -0.52399 -3.04979
C43 -3.25416 -3.06962 -0.54337
H54 -2.05313 0.79752 5.66526
H55 -3.78938 2.01029 -4.50033
H56 -4.51276 -3.78780 -3.60892
P1 -3.28952 2.55620 -1.70676
H57 -0.54589 2.95122 7.15406
H58 1.32406 -1.44893 -2.65520
C44 -6.51556 4.97806 -1.00836
C45 0.02838 2.07612 6.83947
C46 -4.31355 -3.23521 -2.69636
H59 1.07772 2.26143 7.08216
C47 -0.22169 3.43346 -4.36815
H60 -2.71516 -3.33297 -7.35386
H61 5.80620 0.97032 -0.80826
O3 -0.41267 0.14960 -4.20050
H62 -3.95533 4.73331 -3.86830
C48 2.94774 -2.03030 6.22194
C49 0.57671 0.64047 4.81747
H63 2.92103 -3.94338 5.17534
C50 4.03273 -1.10421 6.78910
H64 3.78525 -2.25214 1.11570
H65 7.23235 -3.19105 1.16488
N5 -1.61299 -0.40672 -8.04196
H66 -1.91501 1.51839 4.05874
C51 1.37388 -0.12963 5.64535
H67 5.80023 -2.65756 2.05172
C52 7.24076 -0.49064 1.22869
C53 3.79490 -1.29746 0.60570
H68 -7.01570 -2.98374 3.93206
H69 -0.31388 1.22332 7.43039
P2 -3.47576 -0.81403 1.20328
H70 -0.56192 -0.43046 -4.98608
C54 -5.96819 -3.01260 3.64962
H71 4.57256 3.31459 -3.27734
C55 -4.12725 -2.09581 2.38656
H72 8.22075 -0.95087 1.39061
C56 -1.86277 -2.54020 -5.08106
H73 -0.93074 -4.17549 -4.07178
H74 -1.22365 -0.60962 -8.94933
C57 0.47369 0.28534 3.43279
Se1 1.00414 -1.46897 1.19050
C58 -0.18589 1.85938 5.33998
O4 -0.21666 0.99354 2.60077
C59 3.70178 1.19266 -0.67936
H75 -4.14244 1.23854 1.47631
H76 4.25687 -3.74341 6.31585
H77 -5.00985 -0.26751 -1.17028